The following is a quantum chemistry calculation of a cluster of 2 separate species, C5H14 in total, from the OMol25 dataset.

Properties
2S+1   2
⟨S²⟩   0.7503
Charge   -1
ΔE to the lowest compared entry with this formula, charge and spin   9.3 kcal/mol
Highest occupied orbital energy (spin up / spin down)   1.6 / -7.9 eV

XYZ file:
```
19
Properties=species:S:1:pos:R:3:mulliken_charge:R:1
C -1.9002 0.0281 0.5257 0.140
C -1.7199 -1.5017 0.5982 -2.813
C 2.9753 0.3888 -0.5409 -1.972
C -1.6493 0.6320 -0.8855 -1.501
C 1.7980 0.4586 0.4658 -0.654
H -0.6754 1.0999 -0.9839 0.236
H -1.6994 -0.1289 -1.6741 0.469
H -1.2962 -1.9049 -0.3203 0.357
H -1.0257 -1.7831 1.3831 0.466
H 3.1032 -0.6258 -0.8810 0.907
H -2.9098 0.3285 0.7805 0.803
H 2.1581 0.3468 1.4834 1.085
H 1.0981 -0.3460 0.2349 -0.815
H 2.8281 1.0997 -1.3489 0.556
H -2.6597 -2.0047 0.7985 1.043
H 3.8975 0.7164 -0.0574 0.365
H -2.4672 1.3108 -1.1384 0.316
H 1.2976 1.4323 0.3749 0.103
H -1.1530 0.4530 1.1853 -0.091
```

---

The following is a quantum chemistry calculation of a cluster of 2 separate species, C5H14 in total, from the OMol25 dataset.

Properties
2S+1   1
SMILES string   CCC.CC
ΔE to the lowest compared entry with this formula, charge and spin   15.7 kcal/mol
Highest occupied orbital energy   -11.1 eV

XYZ file:
```
19
Properties=species:S:1:pos:R:3:mulliken_charge:R:1
C -0.5113 1.2015 1.4580 -1.017
C -1.4915 0.2264 2.0908 -0.193
C -1.2371 -1.1891 1.5177 -1.075
C 0.9310 -0.6231 -2.6393 -0.774
C 1.8006 0.4996 -1.9768 -0.675
H -2.5614 0.4616 1.9995 0.297
H 0.5169 -1.3566 -1.9531 0.263
H -2.0014 -1.9168 1.8221 0.345
H -1.3331 0.0451 3.1800 0.210
H -0.9983 -1.1905 0.4535 0.209
H -0.3568 -1.6824 1.9382 0.331
H -0.9115 1.5767 0.5016 0.268
H 1.2795 0.9704 -1.1162 0.081
H 0.1360 -0.1573 -3.2294 0.246
H -0.2827 2.1009 2.1107 0.347
H 0.5102 0.8457 1.3767 0.278
H 2.6802 0.0706 -1.5383 0.299
H 1.7671 -1.0905 -3.2219 0.270
H 2.0640 1.2080 -2.7739 0.288
```

---

The following is a quantum chemistry calculation of a cluster of 2 separate species, C5H14 in total, from the OMol25 dataset.

Properties
2S+1   1
SMILES string   CCC.CC
ΔE to the lowest compared entry with this formula, charge and spin   7.6 kcal/mol
Highest occupied orbital energy   -11.0 eV

XYZ file:
```
19
Properties=species:S:1:pos:R:3:mulliken_charge:R:1
C 0.0760 -1.8319 -1.4785 -0.252
C -0.8162 1.9392 1.8044 -0.801
C 0.9346 -2.0886 -0.2424 -0.911
C 0.4976 2.0941 1.0578 -0.692
C -0.6967 -0.5155 -1.4299 -1.105
H -0.0454 0.3493 -1.5359 0.266
H -0.6661 1.6003 2.8294 0.271
H 0.7121 -3.0612 0.1979 0.277
H 1.9800 -2.1962 -0.5387 0.259
H 0.3615 2.6942 0.1576 0.252
H 1.3003 2.4597 1.6750 0.348
H 0.8438 -1.2684 0.4535 0.235
H -0.6241 -2.6312 -1.7386 0.312
H -1.4384 -0.4534 -2.2216 0.380
H 0.9289 1.1433 0.7207 0.094
H 0.6976 -1.8932 -2.3871 0.290
H -1.2317 -0.5102 -0.4917 0.244
H -1.4893 1.2686 1.2857 0.224
H -1.3246 2.9011 1.8825 0.311
```

---

The following is a quantum chemistry calculation of a cluster of 2 separate species, C5H14 in total, from the OMol25 dataset.

Properties
2S+1   1
SMILES string   CCC.CC
ΔE to the lowest compared entry with this formula, charge and spin   30.4 kcal/mol
Highest occupied orbital energy   -11.0 eV

XYZ file:
```
19
Properties=species:S:1:pos:R:3:mulliken_charge:R:1
C 1.9243 0.7675 -0.6348 -0.495
C -0.8294 -1.9571 0.4743 -0.828
C -2.1581 -1.2777 0.1155 -0.371
C 2.7750 1.9533 -0.7956 -0.935
C -2.2278 0.1387 0.7825 -1.002
H 0.8661 0.9408 -0.3770 -0.044
H 2.8091 2.4372 -1.8715 0.234
H -0.8320 -2.9876 0.3439 0.406
H -3.0365 -1.9743 0.4484 0.253
H -2.3245 0.2348 1.8722 0.307
H 2.0613 0.0677 -1.3717 0.387
H -2.3773 -1.3166 -0.8573 0.400
H 2.3438 0.1411 0.2210 0.286
H -0.0070 -1.3383 -0.1044 0.027
H -3.1770 0.6467 0.4151 0.293
H -0.6290 -1.8900 1.5657 0.265
H 2.4864 2.8003 -0.1757 0.301
H -1.4865 0.8890 0.5116 0.246
H 3.8193 1.7247 -0.5622 0.271
```

---

ΔE to the lowest compared entry with this formula, charge and spin of number 4 (C5H14)? 30.4 kcal/mol